1.
The following is a DFT calculation (ωB97M-V with the def2-TZVPD basis set) of a structure of composition C20H44N3O4P2PdS3 in a non-equilibrium geometry.

## Properties
⟨S²⟩: 0.76
HOMO level (spin up / spin down) in eV: -13.6 / -13.6
Charge: +2
Maximum force in Eh/bohr: 0.0931
Energy above the lowest of the compared OMol25 structures with the same formula, charge and spin in kJ/mol: 0.0
Multiplicity: 2
Gap between HOMO and LUMO (spin up / spin down) in eV: 5.711 / 3.999

```
77
C20H44N3O4P2PdS3 ωB97M-V with the def2-TZVPD basis set
Pd -0.538 -0.963 -0.603
C -3.287 -3.664 -4.369
C -2.049 -4.130 -3.661
O -1.564 -3.001 -2.812
P -0.254 -2.967 -2.012
S -0.580 -3.164 -0.033
S 0.662 -1.224 -2.316
O 0.556 -4.201 -2.481
C 1.809 -4.722 -1.892
C 1.695 -6.220 -1.807
H -3.747 -4.523 -4.859
H -3.056 -2.915 -5.124
H -4.005 -3.247 -3.664
H -1.251 -4.404 -4.345
H -2.239 -4.966 -2.991
H 1.944 -4.270 -0.909
H 2.614 -4.404 -2.549
H 0.842 -6.509 -1.193
H 2.601 -6.622 -1.354
H 1.575 -6.657 -2.797
O -0.055 1.055 -0.266
P 1.052 1.929 0.339
N 0.442 3.346 0.906
C -0.269 3.307 2.215
C -1.046 4.613 2.240
C -1.466 4.797 0.786
C -0.246 4.321 0.005
N 1.753 1.220 1.622
C 1.728 -0.238 1.864
C 2.830 -0.465 2.906
C 3.795 0.702 2.691
C 2.856 1.858 2.377
N 2.224 2.358 -0.723
C 1.960 3.172 -1.942
C 3.000 2.705 -2.963
C 4.114 2.102 -2.108
C 3.348 1.428 -0.983
H 0.441 3.214 3.034
H -0.950 2.447 2.254
H -0.391 5.429 2.548
H -1.888 4.570 2.930
H -1.716 5.829 0.546
H -2.329 4.174 0.552
H 0.431 5.151 -0.202
H -0.517 3.862 -0.944
H 1.953 -0.788 0.946
H 0.750 -0.553 2.231
H 3.306 -1.435 2.779
H 2.411 -0.418 3.912
H 4.463 0.496 1.853
H 4.409 0.903 3.566
H 3.305 2.665 1.799
H 2.469 2.282 3.307
H 2.087 4.228 -1.703
H 0.941 3.027 -2.303
H 3.346 3.530 -3.582
H 2.576 1.940 -3.618
H 4.755 2.889 -1.707
H 4.735 1.397 -2.657
H 3.933 1.255 -0.083
H 2.973 0.456 -1.328
C -3.934 1.891 2.083
C -3.606 0.475 2.526
S -3.440 -0.599 1.104
O -1.959 -0.379 0.703
C -3.507 -2.220 1.898
C -4.174 -3.245 0.990
H -3.962 2.551 2.949
H -4.910 1.935 1.600
H -3.186 2.263 1.384
H -4.391 0.051 3.152
H -2.649 0.409 3.050
H -4.036 -2.115 2.844
H -2.464 -2.469 2.096
H -5.194 -2.952 0.741
H -4.216 -4.210 1.493
H -3.615 -3.371 0.061
```

---

2.
The following is a DFT calculation (ωB97M-V with the def2-TZVPD basis set) of a structure of composition C20H45AlN2P3S2 in a non-equilibrium geometry.

## Properties
HOMO level in eV: -16.0
Charge: +3
Maximum force in Eh/bohr: 0.0762
Energy above the lowest of the compared OMol25 structures with the same formula, charge and spin in kJ/mol: 135.0
Gap between HOMO and LUMO in eV: 3.965

```
73
C20H45AlN2P3S2 ωB97M-V with the def2-TZVPD basis set
Al 0.687 -0.572 -0.076
P -2.212 -0.430 0.160
P 0.903 -2.077 1.730
P 0.330 -1.578 -2.202
H 0.871 2.910 0.790
C 0.311 2.942 -0.182
C -0.913 3.369 -0.447
H -1.746 3.443 0.256
C -3.562 0.395 1.146
C -2.987 -2.097 0.531
C -3.217 -0.134 -1.378
C 2.679 -1.719 1.891
C 0.389 -2.322 3.474
C 0.755 -3.786 1.079
C -0.151 -0.281 -3.436
C -0.747 -3.072 -2.331
C 2.104 -2.045 -2.182
H 0.820 2.576 -1.096
H -1.087 3.486 -1.536
H -3.446 1.486 1.147
H -3.598 0.021 2.179
H -4.517 0.135 0.660
H -2.722 -2.390 1.557
H -2.637 -2.867 -0.170
H -4.079 -1.978 0.465
H -2.949 0.849 -1.785
H -4.278 -0.126 -1.082
H -3.063 -0.923 -2.126
H 3.174 -2.505 2.465
H 2.787 -0.756 2.407
H 3.145 -1.631 0.902
H 1.038 -3.070 3.965
H -0.646 -2.689 3.566
H 0.471 -1.380 4.039
H 1.106 -4.515 1.826
H 1.339 -3.910 0.157
H -0.300 -4.004 0.849
H 0.227 -0.453 -4.465
H 0.194 0.715 -3.116
H -1.247 -0.192 -3.466
H -0.582 -3.696 -3.240
H -1.818 -2.815 -2.307
H -0.611 -3.726 -1.455
H 2.589 -2.012 -3.164
H 2.253 -3.022 -1.716
H 2.679 -1.351 -1.542
C 3.821 1.979 -3.434
C 5.169 1.581 -3.569
C 5.990 2.135 -4.555
C 5.557 3.215 -5.314
C 4.255 3.741 -5.136
C 3.394 3.149 -4.160
S 2.758 0.907 -2.588
H 2.524 1.182 -1.243
H 5.431 0.665 -3.048
H 6.960 1.680 -4.770
H 6.229 3.715 -6.024
H 3.882 4.551 -5.797
H 2.337 3.478 -4.088
C -2.824 -0.177 5.332
N -2.262 -0.083 3.956
C -1.670 1.026 3.445
S -0.486 0.951 2.156
N -1.988 2.187 4.005
C -3.384 2.539 4.368
H -2.378 0.602 5.978
H -2.558 -1.171 5.742
H -3.923 -0.025 5.334
H -1.921 -0.973 3.586
H -1.422 2.982 3.680
H -3.546 3.576 4.101
H -4.120 1.902 3.834
H -3.560 2.483 5.465
```

---

3.
The following is a DFT calculation (ωB97M-V with the def2-TZVPD basis set) of a cluster of 11 separate species, C20H45BNO41PS10 in total in a non-equilibrium geometry.

## Properties
HOMO level in eV: -6.6
Maximum force in Eh/bohr: 0.0984
Gap between HOMO and LUMO in eV: 6.664

```
119
C20H45BNO41PS10 ωB97M-V with the def2-TZVPD basis set
B 1.706 -0.486 -3.033
P 3.022 -0.770 -4.392
N 3.684 0.694 -4.987
O 4.281 -1.590 -3.580
H 0.556 -0.559 -3.320
H 1.970 -0.259 -1.906
H 3.505 0.752 -5.988
H 3.329 1.512 -4.506
H 4.132 -2.503 -3.867
C 0.999 0.320 -10.208
C 1.325 -0.703 -9.140
O 2.752 -0.649 -9.014
S 3.255 0.847 -9.298
O 3.426 1.506 -8.052
O 4.274 0.801 -10.281
O 1.904 1.403 -9.970
H 1.193 -0.074 -11.209
H -0.031 0.664 -10.149
H 1.001 -1.705 -9.408
H 0.888 -0.426 -8.177
C 8.837 -1.498 -1.014
C 9.238 -2.716 -1.824
O 8.068 -3.066 -2.562
S 7.233 -1.721 -2.914
O 7.570 -1.318 -4.230
O 5.894 -1.893 -2.496
O 7.993 -0.738 -1.879
H 8.256 -1.781 -0.132
H 9.696 -0.905 -0.707
H 9.558 -3.546 -1.198
H 10.030 -2.472 -2.537
C 1.708 0.260 2.119
C 0.712 1.380 2.320
O -0.088 1.368 1.124
S -0.213 -0.137 0.581
O -1.446 -0.684 1.032
O 0.168 -0.155 -0.785
O 0.970 -0.779 1.460
H 2.526 0.567 1.463
H 2.117 -0.102 3.060
H 1.196 2.347 2.458
H 0.054 1.179 3.169
C -4.319 -3.033 0.581
C -3.650 -3.989 1.543
O -4.546 -4.073 2.661
S -6.051 -3.912 2.141
O -6.622 -5.202 1.988
O -6.681 -2.886 2.895
O -5.717 -3.338 0.671
H -4.175 -1.995 0.888
H -3.968 -3.159 -0.441
H -2.671 -3.639 1.861
H -3.556 -4.988 1.110
C -1.052 4.342 -5.281
C -1.422 3.539 -4.052
O -1.307 2.174 -4.463
S -0.134 2.044 -5.554
O 1.051 1.619 -4.899
O -0.652 1.374 -6.692
O 0.014 3.609 -5.892
H -1.883 4.390 -5.989
H -0.728 5.350 -5.035
H -2.430 3.750 -3.703
H -0.714 3.709 -3.237
C 2.473 -4.653 -1.388
C 2.875 -5.867 -2.198
O 1.697 -6.224 -2.926
S 0.860 -4.893 -3.272
O 1.181 -4.496 -4.594
O -0.474 -5.077 -2.829
O 1.613 -3.899 -2.247
H 1.902 -4.940 -0.501
H 3.329 -4.052 -1.088
H 3.205 -6.694 -1.574
H 3.658 -5.621 -2.919
C -8.652 -1.440 -0.356
C -8.220 -2.639 -1.172
O -9.379 -2.997 -1.935
S -10.218 -1.671 -2.282
O -9.874 -1.246 -3.592
O -11.562 -1.873 -1.879
O -9.500 -0.686 -1.232
H -9.240 -1.743 0.513
H -7.809 -0.837 -0.029
H -7.897 -3.469 -0.551
H -7.423 -2.376 -1.872
C -4.507 -6.168 7.715
C -6.018 -6.114 7.625
O -6.287 -5.627 6.308
S -5.139 -6.141 5.303
O -5.609 -7.298 4.633
O -4.615 -5.018 4.607
O -4.076 -6.607 6.424
H -4.085 -5.177 7.898
H -4.163 -6.856 8.484
H -6.457 -5.458 8.373
H -6.457 -7.111 7.714
C 1.759 6.142 5.211
C 1.384 5.339 6.437
O 1.485 3.971 6.014
S 2.653 3.840 4.922
O 3.833 3.392 5.565
O 2.117 3.179 3.778
O 2.817 5.399 4.589
H 0.926 6.202 4.508
H 2.094 7.145 5.460
H 0.380 5.561 6.789
H 2.097 5.497 7.250
C 3.490 9.899 8.400
C 2.488 11.016 8.595
O 1.685 10.992 7.408
S 1.562 9.484 6.879
O 0.337 8.937 7.342
O 1.941 9.454 5.512
O 2.753 8.852 7.756
H 4.302 10.203 7.736
H 3.907 9.547 9.341
H 2.963 11.986 8.717
H 1.835 10.822 9.449
```